16
Properties=species:S:1:pos:R:3:forces:R:3:mulliken_charge:R:1 method="wB97M-V/def2-TZVPD" energy_ha=-325.7868 lumo_energy_ha=0.0132 relative_energy_ev=4.102 charge=0 molar_mass_da=99.13
H -2.850 1.801 2.475 -0.091 -0.695 0.672 0.26
H -2.197 0.243 3.542 -0.133 1.060 1.100 0.28
N 2.728 -0.778 -0.236 -0.075 1.521 6.317 -0.48
H -1.114 -0.725 1.740 -1.544 0.762 0.469 0.20
C -1.873 0.123 1.606 1.898 -0.917 1.982 0.16
H 3.831 -0.476 -0.124 -3.922 -0.889 -0.362 0.31
H -1.359 -1.449 -0.612 -0.116 1.260 0.043 0.29
H 1.005 -0.147 -1.225 0.620 -0.254 -0.117 0.19
H -2.648 1.319 0.134 0.078 -0.535 -0.697 0.23
O 2.810 0.204 -2.215 -2.063 -0.741 1.145 -0.58
H -2.229 -0.402 -1.848 0.826 0.811 1.457 0.25
C -1.787 -0.422 -0.802 -0.950 -1.944 -0.511 -0.98
C -2.110 0.359 0.240 -0.763 1.808 -2.006 0.14
H 1.947 -0.400 0.653 3.719 -1.895 -2.653 0.30
C 2.120 -0.230 -1.269 1.694 2.281 -4.331 0.27
C -2.342 0.845 2.665 0.822 -1.632 -2.509 -0.81



16
Properties=species:S:1:pos:R:3:forces:R:3:mulliken_charge:R:1 method="wB97M-V/def2-TZVPD" energy_ha=-325.8469 lumo_energy_ha=0.0279 relative_energy_ev=2.468 charge=0 molar_mass_da=99.13
C -0.957 -0.219 0.398 -0.172 0.146 -0.074 0.56
C 0.488 -0.671 0.347 0.050 0.025 0.001 0.52
C 1.140 -0.834 -1.016 0.023 -0.025 -0.063 -1.37
H 1.256 3.219 0.545 0.030 -0.054 0.004 0.11
C -1.623 0.985 -0.154 -0.056 0.009 0.044 -1.08
H -2.670 1.025 0.153 0.142 -0.010 -0.037 0.34
H -1.101 1.898 0.149 -0.067 -0.152 -0.016 0.27
H 1.582 2.554 0.609 -0.022 0.054 -0.006 -0.11
C -0.211 -1.894 0.984 0.215 -0.633 0.187 0.31
H 0.469 -1.349 -1.712 0.101 0.057 0.100 0.33
H 2.061 -1.419 -0.940 -0.125 0.081 0.006 0.36
H 1.391 0.144 -1.443 -0.020 -0.149 0.056 0.35
O 0.109 -3.004 1.288 -0.152 0.568 -0.129 -0.52
N -1.500 -1.236 0.992 0.171 0.141 -0.128 -0.70
H -1.575 0.937 -1.250 0.004 0.022 0.149 0.29
H 1.141 -0.138 1.050 -0.121 -0.079 -0.093 0.33



16
Properties=species:S:1:pos:R:3:forces:R:3:mulliken_charge:R:1 method="wB97M-V/def2-TZVPD" energy_ha=-325.7990 lumo_energy_ha=0.0260 relative_energy_ev=3.770 charge=0 molar_mass_da=99.13
C -1.494 -1.250 -0.009 -0.025 -0.017 0.031 -1.39
N 1.907 -0.806 0.157 -0.755 -0.080 -0.078 0.23
C 0.694 1.413 0.520 0.019 0.056 0.133 -0.49
H -1.526 1.430 0.437 0.117 -0.079 -0.145 0.27
H -1.860 -1.066 1.006 0.137 0.051 -0.110 0.34
H 0.648 1.834 1.528 -0.010 -0.189 -0.132 0.26
H -2.339 -1.154 -0.701 0.048 -0.060 0.152 0.38
H -1.140 -2.286 -0.062 -0.048 0.161 0.034 0.34
H 1.685 -1.625 -0.446 0.430 -0.005 0.505 0.25
H -0.792 1.832 -1.133 0.052 -0.011 0.138 0.30
O 3.091 -0.633 0.540 0.323 0.104 -0.008 -0.66
H 1.460 1.960 -0.045 -0.095 -0.100 0.137 0.21
C -0.409 -0.274 -0.443 -0.103 -0.129 -0.265 0.23
H -0.114 -0.551 -1.470 -0.333 0.367 0.027 0.30
C -0.670 1.248 -0.220 -0.174 0.133 -0.112 -0.67
C 0.857 -0.071 0.339 0.418 -0.202 -0.307 0.10